(1)
C60H96N8O14S7 | ωB97M-V/def2-TZVPD

```
185
Properties=species:S:1:pos:R:3:mulliken_charge:R:1
S -4.554 0.779 -2.622 1.034
S 3.862 4.061 3.627 1.241
S -4.383 0.359 4.278 1.101
S 0.646 0.663 4.496 1.301
S 1.202 -4.332 5.235 1.174
S -3.254 -3.473 0.123 1.140
S 0.180 0.274 -0.887 0.327
O 2.080 0.654 4.541 -0.847
O 2.883 4.213 4.722 -0.604
O 5.248 4.384 3.804 -0.809
O -5.527 -0.489 4.344 -0.714
O 1.503 0.777 -1.267 -0.074
O -3.563 0.577 5.448 -0.608
O 2.253 -3.432 5.618 -0.625
O -0.832 1.247 -0.443 -0.152
O -6.038 0.853 -2.558 -0.877
O -3.489 -4.778 0.716 -0.885
O -0.015 0.364 3.256 -0.088
O -2.210 -2.610 0.685 0.032
O 0.544 -4.970 6.341 -0.783
O -3.843 -0.328 -2.066 -0.495
N 3.896 0.270 -2.352 1.410
N 1.383 -7.753 -0.722 -0.003
N -0.442 3.698 -1.852 2.946
N 2.480 -0.337 -5.133 0.169
N -1.442 5.682 3.007 0.043
N 2.853 5.317 -1.645 0.209
N 5.048 -2.381 1.902 0.050
N -0.659 -2.515 -5.437 0.089
C -1.724 -1.748 -5.860 -0.175
C 4.879 5.446 -0.846 -0.475
C 3.176 -1.205 2.177 1.597
C 0.081 2.255 5.075 1.517
C -0.045 -6.093 -0.510 -0.102
C -4.820 -2.625 -0.004 -0.287
C 0.184 -7.423 -0.195 -1.292
C -5.502 -3.277 -1.221 -1.203
C 0.074 -0.314 5.982 -0.782
C -2.532 5.378 2.232 -1.098
C 1.710 0.717 -4.851 0.099
C -1.138 -3.667 -4.787 -0.920
C -3.832 2.282 -2.044 0.411
C 0.191 -2.250 -1.798 -0.079
C 3.759 -0.843 0.911 -0.461
C 1.333 0.037 -7.005 -0.902
C -0.803 4.974 -1.527 -0.383
C -4.453 -4.090 -2.016 -0.987
C 1.101 -5.617 -1.159 0.097
C 1.171 -5.286 2.725 0.319
C 3.719 2.467 2.966 -1.079
C -2.305 4.140 1.663 -0.945
C -4.023 0.947 -4.292 -0.301
C 2.491 2.577 2.059 2.144
C 5.009 0.329 -3.187 -0.435
C 4.012 -2.097 2.748 -1.750
C 3.711 6.129 -0.928 -0.756
C 3.511 4.215 -2.122 -0.441
C -0.998 3.761 2.073 2.028
C 0.781 -2.259 -0.355 -0.872
C -4.738 1.921 3.563 -0.860
C 4.409 -1.846 -2.910 -1.385
C 2.302 -0.771 -6.457 -0.929
C -3.446 3.045 -3.356 -0.726
C 4.815 4.231 -1.673 -0.585
C -0.611 5.748 -2.615 -1.263
C -0.415 0.790 6.897 -0.704
C 5.374 -0.951 -3.558 -1.109
C 2.697 3.838 1.210 0.816
C 1.786 -5.539 4.089 -1.077
C -0.076 3.648 -3.195 -0.383
C 2.004 -6.661 -1.235 -1.350
C -3.051 -3.671 -1.639 0.455
C 3.535 -1.041 -2.201 0.592
C -0.539 -0.848 -2.056 0.418
C -0.205 4.936 -3.665 -0.648
C -0.179 -4.660 2.997 -0.462
C -2.530 -3.595 -4.925 -0.551
C 4.885 -1.619 0.778 -1.379
C -3.324 -0.257 2.942 -0.004
C -4.616 1.605 2.036 -0.821
C -0.490 4.741 2.944 -1.762
C 0.146 -3.506 4.075 0.336
C 3.157 4.962 2.189 -1.191
C 0.967 1.002 -5.994 -0.571
C 0.240 2.190 6.551 -0.916
C -3.262 0.854 1.864 1.445
C -2.911 1.982 -4.291 0.487
C -2.868 -2.382 -5.584 -1.213
C 0.340 -1.007 0.396 0.155
H -5.367 -2.652 0.928 0.807
H -0.475 -3.088 -2.025 -0.132
H -5.678 2.245 3.924 0.668
H 4.331 -2.937 -2.920 0.462
H -2.768 2.369 -5.267 0.768
H -0.710 -4.309 2.110 -0.357
H 0.225 2.729 -3.704 -0.055
H 5.646 -1.403 0.043 0.502
H 0.993 -0.100 -8.016 0.429
H -0.981 2.301 4.785 -0.077
H -3.970 2.723 3.857 0.123
H 1.702 1.134 -3.847 0.220
H 0.294 -2.163 -5.526 0.302
H -4.795 2.553 1.555 0.392
H -6.192 -4.027 -0.919 0.338
H -0.437 2.851 1.779 0.093
H 3.947 5.549 1.766 0.685
H 2.818 -1.227 -1.467 -0.232
H 2.417 1.683 1.456 -0.317
H 2.934 3.588 -2.821 0.571
H 0.271 1.805 -6.131 0.563
H 0.450 4.799 3.445 0.612
H 2.867 -1.592 -6.714 0.489
H 0.412 -3.103 0.204 -0.066
H -3.082 0.539 0.837 -0.435
H -0.950 -5.293 3.502 0.487
H -2.577 3.665 -3.131 -0.102
H -1.931 1.681 -3.845 -0.745
H -0.616 2.913 -1.269 -0.752
H 5.445 1.264 -3.522 0.345
H -0.422 -8.193 0.240 0.494
H 3.303 7.011 -0.507 0.510
H 3.248 -0.725 -4.639 0.671
H -4.672 -3.855 -3.094 0.292
H -3.012 3.520 1.100 0.259
H -1.296 5.103 -0.612 0.177
H 1.747 -4.554 2.125 -0.093
H -1.227 6.528 3.489 0.252
H 4.652 2.365 2.390 0.411
H -3.765 -0.086 -4.435 -0.467
H 1.413 -6.453 4.426 0.445
H -0.220 2.973 7.205 0.384
H 3.696 1.797 3.816 0.582
H 0.940 -0.812 6.345 0.557
H -3.849 -2.128 -5.910 0.688
H 3.553 -0.055 0.233 0.994
H -2.900 2.090 -1.520 -0.789
H -2.211 -4.376 -1.923 0.329
H 6.216 -1.279 -4.198 0.423
H -0.219 0.564 7.960 0.440
H -4.821 1.227 -4.979 0.495
H 1.644 -8.699 -0.994 0.262
H 5.787 -3.031 2.125 0.240
H -0.748 -1.012 5.788 0.090
H -1.460 0.936 6.764 0.203
H 5.481 3.366 -1.786 0.360
H -0.827 -3.108 4.407 0.502
H 3.498 3.771 0.462 -0.441
H -0.710 6.853 -2.717 0.338
H -0.887 -5.492 -0.158 0.783
H 1.086 -6.233 2.151 0.196
H 5.808 5.898 -0.435 0.388
H 0.165 5.284 -4.605 0.498
H 1.868 -2.351 -0.343 0.594
H -2.303 -0.518 3.330 -0.307
H 0.641 2.990 4.503 -1.639
H -0.456 -4.336 -4.253 0.608
H 1.720 4.089 0.777 -0.052
H -4.531 -1.602 -0.147 -0.333
H -5.939 -2.459 -1.759 0.498
H -1.565 -0.923 -6.585 0.360
H 1.531 2.667 2.652 -1.577
H -3.162 -4.333 -4.478 0.901
H -3.399 6.043 2.249 0.456
H -4.583 -5.184 -1.852 0.455
H -2.729 -2.697 -2.041 -0.458
H -0.631 -1.031 0.848 -0.145
H -2.415 1.476 2.196 -0.809
H 2.856 -6.788 -1.854 0.458
H 1.093 -0.514 1.022 -0.395
H 2.317 5.624 2.516 0.248
H 0.805 -2.707 3.683 -0.503
H 3.406 1.100 -1.943 -0.323
H -0.450 -0.444 -3.081 -0.115
H 1.238 -4.675 -1.639 0.689
H -4.313 3.612 -3.760 0.469
H -3.740 -1.156 2.535 0.175
H 0.954 -2.282 -2.543 0.912
H -1.592 -0.696 -1.741 -0.864
H -4.502 2.748 -1.310 0.568
H 2.312 -0.757 2.657 -0.343
H 2.856 -5.554 4.080 0.465
H 1.260 2.168 6.859 0.393
H 3.922 -2.476 3.728 0.856
H -5.453 0.977 1.683 0.497
H 1.842 5.519 -1.804 0.191
```

LUMO, hartree: 0.012
HOMO level, eV: -8.212
Charge: 0
E_tot, eV: -180204.7148

---

(2)
C5H5BaO | ωB97M-V/def2-TZVPD

```
12
Properties=species:S:1:pos:R:3:lowdin_spin:R:1
Ba -1.220 3.991 -1.096 0.015
O 1.031 2.251 -0.884 0.223
C 4.062 -3.242 -0.153 0.010
C 3.772 -0.057 -0.862 0.217
C 4.123 -3.248 -1.498 0.007
C 1.511 1.163 -1.077 0.465
C 2.635 0.442 -0.893 0.054
H 3.107 -3.310 0.371 0.000
H 4.848 -0.027 -0.770 0.009
H 4.963 -3.134 0.455 0.000
H 5.073 -3.138 -2.024 0.000
H 3.219 -3.325 -2.106 0.000
```

2S+1: 2
LUMO (spin up / spin down), hartree: -0.335 / -0.336
HOMO level (spin up / spin down), eV: -14.058 / -14.177
Charge: +2
E_tot, eV: -7985.7803

---

(3)
CH2IN2S2 | ωB97M-V/def2-TZVPD

```
8
Properties=species:S:1:pos:R:3:mulliken_charge:R:1
I 1.152 -0.035 -2.113 0.101
S -1.159 0.850 2.951 0.193
S -1.529 1.663 1.304 0.419
N -0.683 1.033 -0.015 -0.257
N 0.314 -0.866 0.773 -0.475
C 0.157 -0.045 -0.131 0.436
H -0.855 1.564 -0.866 0.280
H 0.944 -1.651 0.706 0.303
```

LUMO, hartree: -0.290
HOMO level, eV: -13.826
Charge: +1
E_tot, eV: -33811.5406

---

(4)
C8H9NO2 | ωB97M-V/def2-TZVPD

```
20
Properties=species:S:1:pos:R:3:mulliken_charge:R:1
O -1.241 2.375 1.462 -0.439
O 1.885 0.615 -1.897 -0.424
N -0.637 -2.380 0.887 -0.505
C 0.970 0.188 -1.003 0.238
C 0.788 -1.170 -0.607 -0.276
C -2.086 2.067 2.517 -0.669
C 2.312 -0.218 -2.992 -0.730
C -0.535 0.025 0.831 0.321
C 0.223 1.036 -0.281 -0.211
C -0.138 -1.212 0.365 0.042
C -0.602 1.399 0.823 0.303
H -2.393 3.097 2.833 0.272
H -0.696 -3.275 0.472 0.187
H -1.753 1.614 3.478 0.286
H 2.743 -1.117 -2.413 0.254
H -3.068 1.522 2.192 0.283
H -1.337 -2.196 1.545 0.201
H 1.523 -0.743 -3.587 0.298
H 0.986 -2.069 -1.183 0.287
H 3.056 0.443 -3.442 0.282
```

LUMO, hartree: 0.033
HOMO level, eV: -7.255
Charge: 0
E_tot, eV: -14020.5865
Structure (SMILES): COc1cc(N)c2c(OC)c1-2